DFT (ωB97M-V with the def2-TZVPD basis set) results for 5 unconnected molecules or ions with the total composition C30H75N5O10 in a non-equilibrium geometry.

Values from the calculation:
E_tot in eV: -60240.245
Max |F| in eV/A: 2.9
Total charge: 0
HOMO in eV: -8.110

Structure (XYZ):
```
120
Properties=species:S:1:pos:R:3:lowdin_charge:R:1
C 9.294 1.931 -3.447 -0.091
O 8.160 2.398 -2.678 -0.195
C 6.948 2.179 -3.411 -0.235
C 5.723 2.576 -2.661 -0.198
N 5.737 4.011 -2.424 -0.093
C 4.708 4.533 -1.520 -0.194
C 3.313 4.291 -2.031 -0.230
O 2.726 3.051 -1.612 -0.238
C 1.514 2.644 -2.255 -0.085
H 10.185 2.502 -3.186 0.084
H 9.104 1.961 -4.520 0.080
H 9.462 0.891 -3.166 0.082
H 6.888 1.143 -3.744 0.119
H 7.070 2.786 -4.308 0.121
H 5.505 2.164 -1.676 0.121
H 4.882 2.462 -3.345 0.120
H 6.586 4.489 -2.157 0.107
H 4.949 5.582 -1.689 0.124
H 4.779 4.135 -0.507 0.122
H 3.244 4.361 -3.117 0.118
H 2.564 5.026 -1.737 0.113
H 1.702 2.575 -3.327 0.084
H 0.824 3.423 -1.931 0.087
H 1.275 1.639 -1.908 0.076
C -0.404 0.616 1.200 -0.071
O -0.317 -0.838 1.285 -0.205
C -0.861 -1.417 0.066 -0.196
C -1.682 -2.669 0.370 -0.233
N -2.688 -2.387 1.312 -0.070
C -3.159 -3.618 1.899 -0.200
C -2.221 -4.388 2.818 -0.168
O -2.581 -3.917 4.113 -0.217
C -3.056 -4.759 5.058 -0.168
H -1.482 0.766 1.142 0.073
H -0.183 0.954 0.188 0.068
H -0.056 1.185 2.062 0.092
H -0.029 -1.790 -0.531 0.109
H -1.536 -0.776 -0.501 0.113
H -1.073 -3.398 0.905 0.108
H -2.193 -2.857 -0.574 0.125
H -2.397 -1.720 2.012 0.104
H -3.504 -4.343 1.162 0.117
H -4.106 -3.372 2.378 0.123
H -1.139 -4.440 2.701 0.120
H -2.488 -5.434 2.967 0.112
H -2.339 -5.487 5.439 0.087
H -3.975 -5.279 4.791 0.088
H -3.350 -4.126 5.896 0.091
C -2.979 2.453 -8.230 -0.107
O -3.617 1.235 -7.871 -0.184
C -3.471 0.857 -6.544 -0.256
C -4.577 -0.063 -5.954 -0.125
N -5.947 0.629 -5.819 -0.053
C -6.808 0.015 -4.809 -0.218
C -6.236 0.159 -3.362 -0.222
O -5.350 -0.912 -3.004 -0.194
C -5.028 -0.640 -1.686 -0.149
H -3.215 2.708 -9.263 0.086
H -1.895 2.508 -8.124 0.083
H -3.374 3.245 -7.594 0.082
H -3.455 1.795 -5.990 0.109
H -2.506 0.391 -6.345 0.117
H -4.117 -0.330 -5.003 0.107
H -4.768 -0.884 -6.645 0.116
H -6.526 0.692 -6.644 0.097
H -6.899 -1.070 -4.850 0.107
H -7.847 0.345 -4.797 0.112
H -7.039 0.180 -2.625 0.114
H -5.686 1.100 -3.368 0.118
H -4.618 0.366 -1.585 0.090
H -4.347 -1.420 -1.347 0.079
H -5.906 -0.743 -1.049 0.087
C -0.120 4.900 2.759 -0.134
O -0.986 4.497 3.768 -0.159
C -0.938 5.296 4.932 -0.231
C -1.807 4.720 6.000 -0.258
N -3.116 4.612 5.527 -0.067
C -3.926 3.586 6.133 -0.199
C -3.644 2.174 5.656 -0.242
O -3.961 1.913 4.321 -0.184
C -4.101 0.522 3.938 -0.083
H 0.906 4.540 2.687 0.088
H -0.019 5.985 2.727 0.082
H -0.586 4.789 1.780 0.085
H -1.135 6.364 4.850 0.127
H 0.063 5.324 5.363 0.122
H -1.794 5.426 6.830 0.122
H -1.454 3.787 6.440 0.117
H -3.124 4.340 4.554 0.103
H -4.944 3.824 5.825 0.116
H -4.013 3.752 7.207 0.124
H -4.160 1.392 6.211 0.116
H -2.592 1.937 5.816 0.114
H -4.824 -0.076 4.492 0.085
H -3.163 -0.027 3.857 0.076
H -4.469 0.505 2.912 0.081
C 5.052 -7.207 2.617 -0.090
O 3.725 -7.368 2.074 -0.214
C 3.567 -6.889 0.705 -0.201
C 3.736 -5.404 0.548 -0.206
N 2.758 -4.743 1.451 -0.070
C 2.948 -3.297 1.729 -0.160
C 3.094 -2.392 0.449 -0.183
O 4.412 -2.506 -0.140 -0.206
C 4.779 -1.343 -0.819 -0.140
H 5.446 -6.227 2.350 0.071
H 5.742 -7.985 2.291 0.081
H 4.896 -7.317 3.690 0.086
H 2.558 -7.289 0.603 0.123
H 4.162 -7.418 -0.040 0.116
H 3.713 -4.980 -0.456 0.115
H 4.705 -5.052 0.900 0.094
H 2.456 -5.351 2.199 0.097
H 3.905 -3.191 2.240 0.105
H 2.135 -2.965 2.374 0.110
H 2.962 -1.349 0.736 0.109
H 2.316 -2.629 -0.276 0.110
H 4.094 -0.989 -1.590 0.083
H 5.691 -1.557 -1.376 0.087
H 4.945 -0.508 -0.138 0.086
```